1.
Below is a cluster of 2 separate species, C4H11NO in total in a non-equilibrium geometry, with properties calculated with ωB97M-V/def2-TZVPD.

Cartesian coordinates (Å):
C 0.5076 -1.3827 1.2693
C 0.4645 -1.2266 -0.2395
C -0.3568 -0.3751 -0.8672
C -0.2503 0.0600 -2.2923
N -1.5049 0.1056 -0.1833
H 1.1215 -2.2456 1.5073
H -0.4614 -1.5918 1.7401
H 0.8959 -0.5047 1.7769
H 1.0380 -2.0236 -0.6895
H -0.5553 1.0968 -2.4197
H 0.7060 -0.1185 -2.7482
H -0.9563 -0.5706 -2.8542
H -1.8927 0.9296 -0.6246
H -1.2936 0.3934 0.7603
O 0.9561 2.2648 1.8043
H 1.3403 1.5021 1.3633
H 0.6483 1.9855 2.6778

Force components x, y, z for each atom (eV/Å):
C -0.89 -0.54 -0.18
C -0.02 -0.24 0.99
C 0.04 -0.25 0.48
C -1.16 -1.17 -0.40
N 0.56 0.93 -0.18
H 0.26 0.10 0.20
H -0.10 0.06 -0.17
H 0.24 0.10 0.08
H 0.54 0.79 -0.91
H 0.12 0.06 0.03
H 0.53 0.06 0.13
H -0.05 0.38 -0.18
H -0.01 -0.01 -0.16
H -0.04 -0.28 0.34
O -0.23 0.25 0.16
H -0.02 -0.13 0.14
H 0.23 -0.11 -0.36

Properties
ΔE to the lowest compared entry with this formula, charge and spin (kcal/mol): 32.2
Lowest unoccupied orbital energy (eV): 0.85
HOMO-LUMO gap (eV): 8.88
E (eV): -7863.1565

Atom charges from the Löwdin analysis, given in e for atoms 1 to 8: -0.12, -0.14, -0.42, -0.05, 0.09, 0.06, 0.07, 0.04


2.
Below is a cluster of 2 separate species, C11H22N6O3S in total in a non-equilibrium geometry, with properties calculated with ωB97M-V/def2-TZVPD.

Cartesian coordinates (Å):
N 0.8507 -3.3940 -0.2621
C 0.3711 -3.3799 0.9934
N 0.7862 -2.6175 2.0190
C 0.0182 -2.9073 3.0247
S 0.0665 -2.2382 4.6405
N -0.8682 -3.8490 2.7051
N -0.6383 -4.1406 1.4153
O -1.2716 -5.0467 0.6294
N -2.3619 -5.8517 1.4282
O -3.3668 -5.3398 1.3312
H 1.4161 -4.1251 -0.6435
H 0.5746 -2.6309 -0.8591
H -0.7632 -1.2109 4.4103
H -1.5791 -4.2545 3.2945
C 0.8611 2.4498 1.0856
C 1.3802 1.7481 -0.1841
C 1.6503 2.7835 -1.2724
C 0.3719 3.3788 -1.8574
C -0.5567 2.2752 -2.3614
C -0.8390 1.1837 -1.3284
N 0.4114 0.7139 -0.6574
O 1.0217 -0.1433 -1.4110
C -1.8493 1.6932 -0.2828
C -1.5329 0.0192 -2.0237
C 2.6889 1.0872 0.2280
H 1.6751 2.9848 1.5705
H 0.0915 3.1930 0.8952
H 0.4710 1.7245 1.8013
H 2.2246 2.3197 -2.0801
H 2.2779 3.5765 -0.8641
H -0.1393 3.9999 -1.1173
H 0.6264 4.0426 -2.6839
H -1.5028 2.7092 -2.6872
H -0.1026 1.8207 -3.2472
H -1.9509 0.9811 0.5379
H -2.8306 1.8111 -0.7391
H -1.5963 2.6634 0.1360
H -0.9612 -0.3573 -2.8691
H -2.4963 0.3477 -2.4062
H -1.7099 -0.8072 -1.3302
H 2.5207 0.3234 0.9897
H 3.3573 1.8376 0.6439
H 3.2035 0.6262 -0.6119

Force components x, y, z for each atom (eV/Å):
N -0.40 0.28 -0.36
C 0.67 0.02 0.02
N 0.36 0.45 -0.44
C -0.01 0.84 0.87
S 0.18 -0.11 0.47
N -0.64 -0.65 0.08
N -0.01 -0.45 -0.59
O 0.46 0.72 -0.41
N -1.65 -0.28 0.78
O 0.83 -0.46 -0.13
H -0.02 -0.28 0.05
H 0.39 0.31 -0.16
H -0.03 0.01 -0.21
H -0.05 -0.16 -0.04
C -0.27 0.07 -0.02
C 0.23 0.73 1.43
C -0.23 0.07 -0.51
C -0.04 -0.08 0.09
C 0.53 0.23 -0.18
C -1.49 0.27 0.61
N 0.86 0.26 -1.88
O -0.19 -0.68 0.52
C 0.11 0.19 0.16
C 0.31 -0.38 -0.17
C 0.14 -0.44 -0.24
H 0.13 -0.06 -0.05
H -0.02 -0.06 -0.01
H -0.01 -0.03 -0.01
H -0.02 -0.12 0.04
H 0.03 -0.04 0.13
H 0.01 -0.02 0.02
H -0.02 0.02 -0.01
H -0.10 -0.09 0.04
H 0.03 -0.10 0.05
H 0.04 -0.01 0.02
H 0.01 -0.07 -0.12
H 0.04 -0.05 0.01
H 0.08 -0.03 0.07
H -0.06 0.11 0.06
H -0.01 0.01 0.02
H -0.02 -0.01 -0.01
H -0.06 0.12 0.05
H -0.09 -0.06 -0.02

Properties
Total charge: +1
Expectation value of S²: 0.754
ΔE to the lowest compared entry with this formula, charge and spin (kcal/mol): 0.0
Lowest unoccupied orbital energy (spin up / spin down) (eV): -5.76 / -5.76
Multiplicity: 2
HOMO-LUMO gap (spin up / spin down) (eV): 5.10 / 6.03
E (eV): -37668.2100

Atom charges from the Löwdin analysis, given in e for atoms 1 to 8: 0.19, -0.33, 0.20, -0.71, 0.88, 0.15, -0.04, -0.01